Entry 1:
Molecular formula: C8H12MnNO9
Method: DFT, the ωB97M-V functional and the def2-TZVPD basis

Each line ends with the Mulliken spin population.
Element x y z (Å)
Mn1 -44.05122 -15.17649 -11.80483  4.872
N1 -42.90432 -13.22239 -10.41259  -0.031
O1 -43.64952 -13.03547 -11.45333  0.073
O2 -42.82329 -14.47609 -10.19537  0.063
O3 -42.39640 -12.32282 -9.82389  0.020
C1 -40.78374 -9.14535 -12.07125  0.000
C2 -39.72408 -9.23155 -10.97805  0.000
C3 -39.77793 -10.63108 -10.34711  0.000
O4 -38.42602 -11.12585 -10.54808  0.000
C4 -37.80693 -10.29190 -11.45373  0.000
O5 -36.80941 -10.57000 -12.02711  0.000
O6 -38.43296 -9.10858 -11.54421  0.000
H1 -40.99151 -8.12950 -12.40566  0.000
H2 -41.75631 -9.49219 -11.71439  0.000
H3 -40.42311 -9.78577 -12.87657  0.000
H4 -39.73048 -8.45912 -10.20628  0.000
H5 -40.42238 -11.28981 -10.92644  0.000
H6 -39.97371 -10.60189 -9.27796  0.000
C5 -39.45827 -15.29627 -10.25397  0.000
C6 -38.44924 -14.30813 -9.70080  0.000
C7 -38.74120 -13.87956 -8.26836  0.000
O7 -37.43834 -13.83668 -7.65361  0.000
C8 -36.58799 -14.51149 -8.47488  0.000
O8 -35.45519 -14.67172 -8.14906  0.000
O9 -37.17597 -14.95991 -9.57764  0.000
H7 -40.37649 -14.85850 -10.63615  0.003
H8 -39.58478 -16.15771 -9.59775  0.000
H9 -38.93275 -15.74534 -11.10430  0.000
H10 -38.17369 -13.49143 -10.37106  0.000
H11 -39.35489 -14.64345 -7.78687  0.000
H12 -39.19272 -12.89466 -8.17044  0.000

Force components x, y, z for each atom (eV/Å):
Mn 1.173 2.258 1.389
N -0.758 0.883 -1.317
O -0.745 -0.058 -0.959
O 0.546 -1.531 1.060
O -0.362 -1.618 -0.149
C -0.137 0.578 0.476
C -0.887 0.411 0.417
C 1.582 0.026 -0.278
O -0.544 0.628 -0.434
C 0.878 -0.312 0.335
O 0.013 -0.162 0.023
O -0.026 -0.680 -0.308
H 0.461 -0.022 -0.256
H 0.128 -0.299 0.123
H -0.253 0.133 -0.213
H -0.642 0.023 -0.147
H -0.287 0.012 0.335
H -0.248 -0.223 -0.083
C 1.405 -0.491 -1.040
C 0.000 0.130 -0.054
C 0.498 0.222 0.156
O -1.085 -0.100 -0.905
C 1.492 0.167 1.822
O -0.051 -0.267 -0.614
O -0.322 -0.528 -0.029
H -0.086 0.080 0.374
H -0.438 0.343 0.357
H -0.275 0.089 -0.256
H -0.947 0.241 0.010
H 0.010 0.109 0.224
H -0.092 -0.044 -0.061

Computed properties:
Energy = -2194.5025 Eh
Total charge = +1
<S²> = 8.753
Highest occupied orbital energy (spin up / spin down) = -12.4 / -12.4 eV
Spin multiplicity = 6



Entry 2:
Molecular formula: C20H26HgN4O2P
Method: DFT, the ωB97M-V functional and the def2-TZVPD basis

Each line ends with the Mulliken spin population.
Element x y z (Å)
Hg1 -2.50272 1.73771 0.10161  0.037
C1 0.11177 4.70269 2.59820  0.000
O1 -0.26630 3.33401 2.77465  0.007
C2 0.67730 2.37846 2.71087  0.020
C3 1.96697 2.53876 2.22185  -0.013
C4 2.83785 1.46080 2.22833  0.024
C5 2.43288 0.21528 2.69791  -0.001
C6 1.14400 0.04149 3.15922  0.023
C7 0.26535 1.11698 3.17276  -0.004
N1 -1.01605 1.05283 3.74807  0.096
C8 -1.84492 0.05483 3.92244  -0.040
C9 -2.01081 -1.18775 3.23736  0.135
C10 -2.71625 -2.17982 3.92876  -0.008
C11 -3.07673 -3.37781 3.34104  0.245
C12 -2.80348 -3.60491 1.97949  -0.077
C13 -2.17524 -2.65086 1.23974  0.196
C14 -1.71516 -1.40579 1.80804  0.022
O2 -1.18125 -0.55179 1.07574  0.314
H1 1.05057 4.91896 3.10777  0.000
H2 -0.68753 5.29229 3.03657  0.000
H3 0.19205 4.94906 1.53848  0.000
H4 2.29434 3.49569 1.83998  0.000
H5 3.85425 1.60236 1.88446  0.001
H6 3.12867 -0.61192 2.72718  0.001
H7 0.82551 -0.91594 3.55100  -0.005
H8 -1.28774 1.93458 4.17734  -0.007
H9 -2.55876 0.22799 4.72185  0.003
H10 -2.95770 -2.00392 4.97048  0.006
H11 -3.57777 -4.13822 3.92359  0.002
H12 -3.11919 -4.52979 1.51599  0.001
H13 -1.98331 -2.79933 0.18626  0.018
C15 1.57932 0.29635 -4.77987  0.000
N2 0.12577 -0.17860 -4.84936  0.000
C16 0.11173 -1.68103 -4.55314  0.000
N3 0.73165 -1.95159 -3.30754  0.000
C17 2.10808 -1.47139 -3.28874  0.000
N4 2.15446 -0.03333 -3.52730  0.000
C18 1.60536 0.73673 -2.41591  -0.001
P1 -0.20724 0.37780 -2.07542  0.003
C19 -0.73056 0.56747 -3.87763  0.000
C20 -0.03929 -1.48289 -2.16038  0.000
H14 1.58655 1.37408 -4.94163  0.000
H15 2.11753 -0.19849 -5.58932  0.000
H16 -0.22900 -0.02287 -5.79472  0.000
H17 0.64867 -2.17420 -5.36406  0.000
H18 -0.92795 -2.00783 -4.54601  0.000
H19 2.68562 -1.98269 -4.06071  0.000
H20 2.55338 -1.68715 -2.31924  0.000
H21 1.72762 1.80278 -2.61988  0.000
H22 2.16147 0.50167 -1.50869  0.000
H23 -0.70688 1.62842 -4.13073  0.000
H24 -1.76051 0.22285 -3.98175  0.000
H25 -1.03877 -1.92221 -2.19703  0.000
H26 0.44240 -1.81081 -1.23795  0.000

Force components x, y, z for each atom (eV/Å):
Hg -0.263 0.272 0.091
C 0.022 0.175 -0.065
O -0.107 0.029 0.186
C -0.181 -0.133 -0.079
C 0.011 0.075 -0.027
C -0.025 -0.051 0.052
C 0.076 -0.055 -0.068
C -0.234 -0.060 0.079
C 0.461 0.046 -0.583
N -0.413 -0.542 0.168
C 0.242 0.717 0.114
C -0.114 -0.630 -0.209
C 0.427 0.749 0.162
C 0.011 -0.341 -0.254
C -0.115 -0.106 0.031
C 0.113 -0.192 -0.068
C -0.020 0.360 -0.054
O 0.153 -0.288 0.553
H -0.033 -0.012 0.032
H 0.012 -0.015 -0.001
H 0.051 -0.099 0.006
H -0.024 0.003 0.055
H -0.023 -0.014 -0.026
H -0.009 0.021 -0.009
H 0.016 -0.019 0.026
H 0.022 -0.027 0.151
H -0.118 0.137 -0.111
H -0.087 -0.036 -0.009
H -0.033 0.034 0.022
H -0.001 -0.014 0.028
H 0.018 0.045 -0.023
C 0.294 0.077 0.069
N -0.054 0.004 -0.136
C -0.013 -0.228 0.139
N 0.076 -0.344 0.028
C -0.085 0.144 -0.065
N 0.311 0.036 -0.024
C -0.373 -0.037 0.100
P 0.351 -0.096 -0.624
C -0.182 0.194 0.543
C -0.108 0.306 0.093
H -0.096 -0.020 -0.035
H -0.105 -0.041 -0.023
H 0.022 -0.018 -0.001
H 0.007 0.103 -0.040
H -0.012 0.080 -0.077
H -0.045 -0.002 -0.011
H 0.003 -0.024 -0.020
H 0.023 -0.015 0.068
H 0.107 0.058 0.013
H 0.027 -0.038 -0.115
H 0.033 -0.033 -0.100
H 0.016 -0.037 0.068
H -0.032 -0.098 -0.018

Computed properties:
Energy = -1641.3918 Eh
Total charge = +2
<S²> = 0.806
Highest occupied orbital energy (spin up / spin down) = -13.2 / -13.2 eV
Spin multiplicity = 2



Entry 3:
Molecular formula: C2H7S2
Method: DFT, the ωB97M-V functional and the def2-TZVPD basis

Each line ends with the Löwdin charge.
Element x y z (Å)
S1 -2.73459 0.78733 1.93612  -0.316
H1 -2.21136 0.04314 2.92107  -0.488
C1 -0.21508 -0.70582 -0.01546  -0.225
C2 0.97194 0.17315 -0.39808  -0.600
S2 1.46136 -0.05055 -2.16827  0.617
H2 -0.26488 -1.62087 -0.60676  0.052
H3 -0.11846 -0.83868 1.06210  0.053
H4 -1.15099 -0.15922 -0.13821  -0.007
H5 1.88188 -0.08862 0.13396  0.037
H6 0.77928 1.22663 -0.21083  0.064
H7 1.60092 1.23351 -2.51563  -0.187

Force components x, y, z for each atom (eV/Å):
S -0.128 0.166 0.020
H 0.046 -0.057 0.052
C 0.217 0.853 -0.002
C 0.386 -0.175 -0.597
S -0.235 0.126 0.012
H 0.204 -0.182 0.333
H -0.331 -0.556 -0.076
H 0.044 -0.104 -0.016
H -0.075 -0.081 0.298
H -0.127 -0.021 -0.053
H 0.000 0.031 0.030

Computed properties:
Energy = -876.7924 Eh
Total charge = -1
Energy above the lowest of the compared OMol25 structures with the same formula, charge and spin = 46.2 kJ/mol
Highest occupied orbital energy = -2.6 eV